No. 1
84
Properties=species:S:1:pos:R:3 method="wB97M-V/def2-TZVPD" energy_ev=-72131.526 smiles="C[Si](C)(C)OC(c1ccccc1)(c1ccccc1)[C@@H]1CCC/[N+]1=C/[C@@H](c1ccccc1)C1(c2ccccc2)SCCS1" de_lowest_kj_mol=0.0 charge=+1 largest_force_ev_per_a=3.084 gap_ha=0.27255 lumo_energy_ev=-3.689
C 3.27 2.07 0.67
Si 3.95 0.48 -0.02
C 4.43 0.64 -1.80
C 5.33 -0.21 1.02
O 2.77 -0.68 0.09
C 1.58 -1.18 -0.50
C 1.04 -0.14 -1.47
C 1.28 -0.26 -2.84
C 0.79 0.71 -3.72
C 0.06 1.79 -3.24
C -0.10 1.95 -1.86
C 0.49 1.05 -0.98
C 1.89 -2.52 -1.20
C 3.16 -3.11 -1.12
C 3.47 -4.18 -1.95
C 2.49 -4.73 -2.79
C 1.20 -4.21 -2.79
C 0.90 -3.09 -2.00
C 0.71 -1.47 0.77
C 1.45 -2.46 1.69
C 0.89 -3.84 1.36
C -0.54 -3.57 0.85
N -0.62 -2.10 0.62
C -1.78 -1.46 0.76
C -2.03 -0.01 0.50
C -3.46 0.14 -0.03
C -3.69 0.73 -1.27
C -4.97 1.21 -1.59
C -6.03 0.98 -0.70
C -5.84 0.16 0.41
C -4.56 -0.36 0.69
H 4.10 2.80 0.74
H 2.49 2.50 0.03
H 2.86 1.92 1.67
H 5.42 1.13 -1.85
H 4.50 -0.34 -2.29
H 3.71 1.25 -2.36
H 6.14 0.53 1.06
H 4.99 -0.41 2.05
H 5.72 -1.14 0.60
H 1.87 -1.10 -3.22
H 0.98 0.59 -4.79
H -0.37 2.53 -3.93
H -0.68 2.79 -1.47
H 0.48 1.21 0.10
H 3.91 -2.70 -0.44
H 4.48 -4.58 -1.94
H 2.74 -5.57 -3.45
H 0.42 -4.64 -3.42
H -0.09 -2.63 -2.06
H 0.57 -0.49 1.28
H 2.54 -2.38 1.62
H 1.15 -2.20 2.71
H 1.49 -4.33 0.59
H 0.87 -4.50 2.24
H -0.75 -4.13 -0.07
H -1.28 -3.88 1.61
H -2.68 -2.09 0.79
H -1.36 0.26 -0.32
H -2.85 0.85 -1.97
H -5.12 1.75 -2.52
H -7.02 1.40 -0.91
H -6.67 -0.11 1.07
H -4.43 -1.12 1.45
C -1.78 5.01 -0.11
C -0.60 4.49 0.45
C -0.62 3.24 1.09
C -1.79 2.48 1.08
C -1.84 1.00 1.61
S -3.24 0.90 2.73
C -2.52 1.36 4.28
C -1.01 1.18 4.29
S -0.40 0.74 2.66
C -2.98 3.07 0.68
C -2.97 4.29 0.01
H -1.76 5.99 -0.60
H 0.32 5.07 0.43
H 0.27 2.91 1.63
H -2.79 2.40 4.48
H -2.96 0.69 5.03
H -0.48 2.08 4.61
H -0.72 0.33 4.92
H -3.92 2.58 0.92
H -3.90 4.70 -0.37

***

No. 2
92
Properties=species:S:1:pos:R:3 method="wB97M-V/def2-TZVPD" energy_ev=-66328.243 charge=+1 largest_force_ev_per_a=4.089 gap_ha=0.23826 lumo_energy_ev=-4.202
C 3.01 0.67 -1.31
B 1.40 0.46 -1.24
O 0.81 -0.63 -0.47
C 0.30 1.40 -2.03
S -0.68 0.07 -2.95
C 1.01 2.54 -2.95
N 1.14 3.67 -2.24
C 0.59 3.52 -0.83
B 0.23 4.94 -0.11
O 1.36 5.65 0.49
O -1.06 5.54 -0.01
C -0.55 2.45 -1.12
C -1.81 2.98 -1.97
C -3.22 2.45 -1.44
C -3.47 1.66 -0.13
C -4.95 1.24 0.26
C -6.17 1.64 -0.65
C -5.92 2.40 -1.98
C -4.47 2.80 -2.34
H 3.47 -0.24 -1.85
H 3.41 0.72 -0.24
H 3.35 1.61 -1.86
H 1.19 -0.51 0.43
H -1.37 -0.64 -1.97
H 1.36 2.34 -4.02
H 1.61 4.49 -2.67
H 1.53 3.19 -0.22
H 1.74 5.10 1.21
H -1.29 5.74 0.92
H -0.73 1.92 -0.13
H -1.74 2.69 -3.09
H -1.89 4.14 -1.98
H -2.60 1.39 0.55
H -5.15 0.65 1.22
H -7.24 1.37 -0.37
H -6.74 2.72 -2.72
H -4.29 3.38 -3.32
N -2.01 -0.86 1.53
C -1.70 -2.07 1.03
C -2.35 -3.24 1.39
C -3.37 -3.16 2.32
C -3.71 -1.92 2.85
C -3.01 -0.81 2.42
H -0.89 -2.08 0.31
H -2.06 -4.19 0.96
H -3.91 -4.05 2.63
H -4.51 -1.83 3.58
H -3.23 0.18 2.80
N 5.71 -1.10 0.35
C 5.02 -2.21 0.65
C 5.47 -3.49 0.38
C 6.70 -3.64 -0.24
C 7.44 -2.50 -0.56
C 6.90 -1.27 -0.25
H 4.06 -2.05 1.14
H 4.88 -4.35 0.65
H 7.09 -4.62 -0.47
H 8.40 -2.58 -1.05
H 7.44 -0.35 -0.48
N 3.89 3.75 2.13
C 4.27 2.57 1.62
C 4.51 1.44 2.38
C 4.37 1.53 3.76
C 3.99 2.74 4.32
C 3.76 3.81 3.47
H 4.37 2.55 0.54
H 4.81 0.51 1.91
H 4.56 0.67 4.39
H 3.87 2.85 5.39
H 3.45 4.78 3.86
N -3.02 -2.66 -7.83
C -2.37 -2.49 -6.66
C -2.03 -1.25 -6.15
C -2.37 -0.12 -6.87
C -3.04 -0.27 -8.08
C -3.34 -1.55 -8.51
H -2.12 -3.40 -6.14
H -1.51 -1.17 -5.20
H -2.12 0.87 -6.50
H -3.33 0.60 -8.67
H -3.87 -1.72 -9.44
N -2.82 -3.71 6.95
C -2.44 -5.00 7.07
C -1.37 -5.55 6.39
C -0.65 -4.74 5.52
C -1.02 -3.41 5.38
C -2.11 -2.95 6.11
H -3.04 -5.59 7.75
H -1.11 -6.59 6.53
H 0.19 -5.13 4.97
H -0.48 -2.74 4.72
H -2.43 -1.92 6.03

***

No. 3
85
Properties=species:S:1:pos:R:3 method="wB97M-V/def2-TZVPD" energy_ev=-87474.688 spin_multiplicity=5 s_squared=6.018 de_lowest_kj_mol=19.3 charge=-1 largest_force_ev_per_a=2.532 gap_ha="0.20569 / 0.22241" lumo_energy_ev="2.247 / 2.247"
O 0.42 2.17 -0.40
C -0.16 2.97 -1.49
C 0.99 3.96 -1.46
H -1.12 3.39 -1.18
H -0.24 2.38 -2.40
C 1.49 3.14 -0.25
H 0.70 4.99 -1.24
H 1.66 3.90 -2.32
C 1.36 3.87 1.06
H 0.32 4.18 1.22
H 2.00 4.76 1.06
H 1.68 3.24 1.90
C 2.85 2.49 -0.41
H 2.98 2.08 -1.42
H 2.98 1.68 0.32
H 3.64 3.23 -0.23
Fe -0.45 -0.58 0.07
C 1.05 -2.03 -0.87
C -0.10 -1.94 -1.74
C -0.06 -0.67 -2.40
H -0.78 -2.76 -1.99
C 1.19 -0.05 -2.06
C 1.86 -0.87 -1.11
H 2.86 -0.70 -0.71
H 1.31 -2.89 -0.25
H -0.81 -0.28 -3.08
H 1.61 0.83 -2.55
C -0.26 -1.35 2.18
C 1.08 -0.88 1.97
C 1.06 0.55 2.02
H 1.98 -1.49 1.90
C -0.29 0.97 2.18
C -1.11 -0.19 2.29
H -2.17 -0.22 2.56
H -0.56 -2.38 2.36
H 1.94 1.18 2.10
H -0.63 2.00 2.31
O -0.37 7.22 -2.03
C 0.91 7.91 -1.96
C 0.72 9.37 -2.41
H 1.61 7.40 -2.64
H 1.30 7.81 -0.94
C -0.54 9.30 -3.29
H 1.60 9.75 -2.93
H 0.52 9.99 -1.53
C -1.32 8.14 -2.64
H -0.26 9.03 -4.31
H -1.11 10.23 -3.31
H -1.94 7.58 -3.36
H -1.99 8.54 -1.87
O -2.29 -0.91 -0.15
Si -3.16 -2.26 0.01
C -4.87 -2.05 0.78
C -5.02 -1.37 1.99
C -6.23 -1.43 2.70
C -7.32 -2.14 2.17
C -7.20 -2.75 0.91
C -5.99 -2.67 0.21
C -3.44 -3.19 -1.61
C -3.68 -4.57 -1.63
C -3.77 -5.25 -2.85
C -3.66 -4.55 -4.05
C -3.47 -3.16 -4.03
C -3.36 -2.48 -2.81
C -2.37 -3.65 1.05
C -2.91 -4.02 2.29
C -2.39 -5.12 3.00
C -1.32 -5.85 2.48
C -0.77 -5.48 1.24
C -1.31 -4.41 0.53
H -4.19 -0.79 2.39
H -6.32 -0.93 3.66
H -8.25 -2.20 2.73
H -8.04 -3.29 0.48
H -5.92 -3.11 -0.79
H -3.79 -5.12 -0.70
H -3.91 -6.33 -2.85
H -3.72 -5.07 -5.01
H -3.39 -2.59 -4.96
H -3.21 -1.40 -2.79
H -3.75 -3.48 2.70
H -2.84 -5.40 3.95
H -0.92 -6.70 3.03
H 0.06 -6.04 0.83
H -0.92 -4.19 -0.47

***

No. 4
95
Properties=species:S:1:pos:R:3 method="wB97M-V/def2-TZVPD" energy_ev=-71122.811 de_lowest_kj_mol=0.0 charge=+3 largest_force_ev_per_a=2.042 gap_ha="0.26036 / 0.26038" lumo_energy_ev="-8.405 / -8.404"
Hf 0.32 -0.46 -0.14
C -3.55 0.76 5.11
C -3.39 0.34 3.66
N -2.12 -0.38 3.46
C -1.67 -0.74 2.26
S -0.11 -1.53 2.16
N -2.50 -0.57 1.22
N -1.87 -0.86 0.07
C -2.54 -1.22 -0.99
C -4.03 -1.15 -1.09
C -1.72 -1.75 -2.11
C -2.32 -2.33 -3.20
C -1.57 -3.01 -4.12
C -0.21 -3.06 -3.97
C 0.36 -2.39 -2.86
N -0.38 -1.77 -1.96
H -4.57 1.15 5.23
H -2.89 1.58 5.41
H -3.36 -0.10 5.73
H -3.44 1.19 2.96
H -4.23 -0.31 3.40
H -1.51 -0.59 4.25
H -4.51 -2.15 -1.24
H -4.34 -0.55 -1.91
H -4.39 -0.69 -0.19
H -3.39 -2.26 -3.24
H -2.10 -3.44 -4.94
H 0.36 -3.61 -4.67
H 1.42 -2.36 -2.70
C 3.06 0.97 -1.44
N 2.52 -0.38 -1.69
C 3.51 -1.41 -1.33
C 2.81 -2.55 -0.63
N 1.58 -2.40 -0.15
C 1.07 -3.70 0.02
C -0.21 -4.21 0.31
C -0.37 -5.59 0.30
C 0.70 -6.49 0.00
C 1.95 -5.98 -0.32
C 2.09 -4.60 -0.28
N 3.17 -3.82 -0.70
C 3.14 1.04 0.05
N 2.38 0.37 0.89
C 2.99 0.57 2.16
C 2.76 -0.02 3.41
C 3.61 0.30 4.46
C 4.69 1.16 4.26
C 4.94 1.75 3.05
C 4.07 1.47 2.02
N 4.10 1.76 0.66
H 2.37 1.72 -1.84
H 4.02 1.12 -1.88
H 2.24 -0.36 -2.67
H 4.32 -0.99 -0.76
H 3.98 -1.86 -2.20
H -1.08 -3.61 0.56
H -1.33 -5.99 0.49
H 0.53 -7.58 0.03
H 2.77 -6.67 -0.56
H 4.08 -4.18 -0.96
H 1.95 -0.76 3.55
H 3.43 -0.14 5.45
H 5.32 1.37 5.11
H 5.73 2.48 2.94
H 4.81 2.28 0.14
N -0.53 2.98 2.50
C 0.13 1.90 2.06
N -0.40 1.44 0.95
C -1.48 2.26 0.64
C -2.50 2.22 -0.36
C -3.40 3.26 -0.39
C -3.39 4.28 0.58
C -2.48 4.29 1.58
C -1.54 3.25 1.62
H -0.25 3.56 3.28
H 0.94 1.49 2.63
H -2.58 1.50 -1.14
H -4.19 3.27 -1.13
H -4.21 5.00 0.55
H -2.52 5.06 2.36
C 0.33 3.75 -1.41
N -0.22 3.03 -2.59
C -0.72 3.93 -3.68
C -0.30 1.73 -2.64
C -0.67 1.05 -3.91
O 0.04 1.05 -1.64
H -0.49 4.21 -0.86
H 0.99 4.52 -1.73
H 0.90 3.08 -0.76
H -1.07 4.87 -3.26
H -1.55 3.45 -4.23
H 0.09 4.12 -4.37
H -0.13 1.45 -4.74
H -1.73 1.25 -4.10
H -0.48 -0.03 -3.86

***

Look up the charge of the third one.
-1